1.
Formula: C23H20N2O6
Source: the Open Molecules 2025 dataset
Level of theory: the ωB97M-V functional and the def2-TZVPD basis

Geometry as XYZ:
```
51
C23H20N2O6 the ωB97M-V functional and the def2-TZVPD basis
C 2.712 -2.517 -2.376
O 1.777 -1.429 -2.980
C 1.656 -0.364 -2.420
C 2.124 -0.120 -1.339
C 1.974 1.060 -0.578
C 1.293 1.981 -1.200
C 0.595 3.143 -0.375
O 1.391 3.679 0.268
C -0.636 3.981 -0.668
C -0.434 5.261 -1.498
O -1.452 4.322 0.490
C -1.533 3.180 1.365
C -2.419 3.461 2.555
C -2.275 2.458 3.557
C -2.186 1.171 3.223
C -1.585 0.762 2.006
N -1.294 -0.557 1.565
C -0.977 -0.987 0.336
O -1.136 -0.429 -0.649
C -0.747 -2.532 0.311
C -0.848 -3.187 -0.894
C -0.377 -4.454 -0.689
C 0.186 -5.189 0.210
C 0.249 -4.476 1.336
N 0.844 -4.999 2.651
O 0.815 -4.571 3.884
O 1.156 -6.327 2.529
C -0.197 -3.079 1.574
C -1.493 1.793 0.873
C 0.491 1.706 -2.501
C 0.820 0.475 -3.068
H 2.646 -3.265 -3.140
H 3.696 -2.355 -2.135
H 2.133 -2.894 -1.450
H 2.632 -0.809 -0.536
H 2.337 1.476 0.328
H -1.159 3.405 -1.496
H 0.424 5.842 -0.722
H 0.303 5.180 -2.488
H -1.166 5.799 -1.602
H -2.313 4.615 2.784
H -2.706 2.738 4.235
H -2.488 0.418 3.935
H -1.599 -1.237 2.349
H -0.811 -2.613 -1.548
H -0.350 -5.053 -1.768
H 0.491 -6.279 0.417
H 0.010 -2.661 2.380
H -1.067 1.723 -0.138
H -0.064 2.419 -2.820
H 0.555 0.334 -4.085
```

Its total charge is 0. As for the structure (SMILES): COc1ccc(C(=O)[C@H](C)Oc2cccc(NC(=O)c3cccc([N+](=O)[O-])c3)c2)cc1. Its highest occupied orbital energy is -8.49 eV. The energy comes out at -1448.64940 a.u. Its HOMO-LUMO gap is 0.2466 Eh. Its spin multiplicity is 1. The max |F| comes out at 18.107 eV/A.

2.
Formula: C23H20N8OPdSe
Source: the Open Molecules 2025 dataset
Level of theory: the ωB97M-V functional and the def2-TZVPD basis

Geometry as XYZ:
```
54
C23H20N8OPdSe the ωB97M-V functional and the def2-TZVPD basis
Pd -0.683 -0.147 -0.320
C 3.682 0.649 2.960
C 2.527 1.402 2.771
C 1.408 0.829 2.211
C 1.407 -0.539 1.865
C 2.581 -1.294 2.072
C 3.703 -0.693 2.597
N 0.276 -1.079 1.324
C -0.231 -2.294 1.645
C 0.140 -3.081 2.752
C -0.409 -4.339 2.906
C -1.352 -4.837 2.007
C -1.791 -4.063 0.943
C -1.264 -2.787 0.783
N -1.714 -1.891 -0.135
N -2.525 -2.193 -1.070
C -2.688 -1.332 -2.064
C -3.710 -1.514 -3.019
C -3.749 -0.690 -4.115
C -2.765 0.291 -4.260
C -1.812 0.450 -3.269
N -1.766 -0.316 -2.187
H 4.557 1.107 3.394
H 2.504 2.437 3.075
H 0.494 1.403 2.077
H 2.598 -2.332 1.778
H 4.598 -1.277 2.742
H 0.832 -2.690 3.482
H -0.120 -4.941 3.753
H -1.775 -5.818 2.152
H -2.560 -4.401 0.265
H -4.431 -2.295 -2.848
H -4.520 -0.802 -4.859
H -2.737 0.919 -5.133
H -1.045 1.207 -3.362
Se -2.422 1.018 1.257
C -2.787 -0.453 2.235
N -2.982 -1.427 2.815
C -0.342 4.910 -1.424
N 0.564 3.791 -1.252
C 1.895 3.945 -1.405
C 2.743 2.892 -1.288
C 2.187 1.615 -1.008
N 0.867 1.477 -0.848
C 0.036 2.546 -0.972
O -1.177 2.374 -0.826
N 2.957 0.534 -0.884
H 0.148 5.837 -1.135
H -1.229 4.746 -0.815
H -0.651 4.988 -2.467
H 2.260 4.939 -1.624
H 3.805 3.011 -1.410
H 3.945 0.582 -1.072
H 2.524 -0.375 -0.787
```

Its total charge is +2. Its highest occupied orbital energy (spin up / spin down) is -13.30 / -13.29 eV. The energy comes out at -3930.45898 a.u. Its HOMO-LUMO gap (spin up / spin down) is 0.1433 / 0.1427 Eh. Its spin multiplicity is 1. The max |F| comes out at 3.842 eV/A.

What did we get for energy above the lowest of the compared OMol25 structures with the same formula, charge and spin? Answer: 518.2, 37.7 kcal per mole, in the order shown.